(one)
The following is a DFT calculation (ωB97M-V/def2-TZVPD) of an isolated molecule of C5H8OS2.

LUMO = -1.5 eV
Structure (SMILES) = C[C@@H](CO)C(=S)C=S
Total charge = 0

Each atom is followed by the atoms it is bonded to, with distances in Å.
Cartesian coordinates (Å):
1 C -1.4197 0.2234 -0.1925  C2 1.421, H9 1.138, H10 1.116, H11 1.162
2 C -0.1605 -0.4346 -0.1541  C1 1.421, C3 1.558, C5 1.535, H12 1.067
3 C 0.8152 0.1327 -1.2283  C2 1.558, O4 1.413, H13 1.204, H14 1.091
4 O 0.0420 0.3034 -2.3992  C3 1.413, H15 1.122
5 C 0.5265 -0.5867 1.2104  C2 1.535, S6 1.608, C7 1.414
6 S 1.5220 -1.8120 1.5142  C5 1.608
7 C 0.5466 0.5010 2.1141  C5 1.414, S8 1.586, H16 1.180
8 S 0.9102 1.9900 1.7085  C7 1.586
9 H -2.1318 -0.4690 0.3627  C1 1.138
10 H -1.2863 0.9878 0.6098  C1 1.116
11 H -1.7125 0.5237 -1.2766  C1 1.162
12 H -0.3110 -1.4264 -0.5187  C2 1.067
13 H 1.1422 1.2208 -0.8285  C3 1.204
14 H 1.5724 -0.6376 -1.3805  C3 1.091
15 H -0.3928 -0.6654 -2.7620  O4 1.122
16 H 0.3376 0.1488 3.2207  C7 1.180

Atom charges from the Löwdin analysis, given in e for atoms 1 to 5: atom 1 (C): -0.10, atom 2 (C): -0.50, atom 3 (C): -0.25, atom 4 (O): -0.16, atom 5 (C): -0.83

---

(two)
The following is a DFT calculation (ωB97M-V/def2-TZVPD) of an isolated molecule of C5H8OS2.

LUMO = -0.4 eV
Structure (SMILES) = CCC(=S)SCC=O
Total charge = 0

Each atom is followed by the atoms it is bonded to, with distances in Å.
Cartesian coordinates (Å):
1 C -1.4292 -1.9759 -0.3268  C2 1.614, H9 1.194, H10 1.334, H11 1.203
2 C -1.4908 -0.6235 -1.2054  C1 1.614, C3 1.497, H12 1.152, H13 1.198
3 C -0.3487 0.2231 -0.7363  C2 1.497, S4 1.596, S5 1.682
4 S 0.9777 0.0023 -1.5956  C3 1.596
5 S -0.5549 0.9451 0.7691  C3 1.682, C6 1.858
6 C 1.0603 1.8509 0.6240  S5 1.858, C7 1.613, H14 1.136, H15 1.061
7 C 2.1203 1.1749 1.6345  C6 1.613, O8 1.297, H16 1.165
8 O 2.3496 1.8238 2.7343  C7 1.297
9 H -0.8020 -1.7256 0.6577  C1 1.194
10 H -0.7891 -2.8363 -1.1205  C1 1.334
11 H -2.4749 -2.5498 -0.1705  C1 1.203
12 H -1.3201 -0.9007 -2.3107  C2 1.152
13 H -2.5052 0.0039 -1.0900  C2 1.198
14 H 1.5073 1.7109 -0.4114  C6 1.136
15 H 1.1500 2.7530 1.1757  C6 1.061
16 H 2.5497 0.1240 1.3720  C7 1.165

Atom charges from the Löwdin analysis, given in e for atoms 1 to 5: atom 1 (C): -0.15, atom 2 (C): -0.41, atom 3 (C): -1.21, atom 4 (S): 0.77, atom 5 (S): 0.97

---

Pick (one): it beats the second-best structure by 6.4 kcal/mol.

---

(one)
The following is a DFT calculation (ωB97M-V/def2-TZVPD) of the ion C4H6NO with charge +1.

LUMO = -7.5 eV
Structure (SMILES) = C=CCC=[N+]=O
Total charge = +1

Each atom is followed by the atoms it is bonded to, with distances in Å.
Cartesian coordinates (Å):
1 C -1.5538 -0.9937 0.0391  C2 1.331, H7 1.139, H8 1.154
2 C -0.5325 -0.6305 0.8120  C1 1.331, C3 1.481, H9 1.060
3 C 0.0456 0.7060 0.5435  C2 1.481, C4 1.542, H10 1.160, H11 1.187
4 C 1.3745 0.6908 -0.2387  C3 1.542, N5 1.217, H12 1.028
5 N 1.6023 0.0955 -1.2750  C4 1.217, O6 1.153
6 O 1.8635 -0.5096 -2.2213  N5 1.153
7 H -2.0052 -0.3086 -0.7505  C1 1.139
8 H -2.2214 -1.9294 0.1454  C1 1.154
9 H -0.1429 -1.0928 1.6832  C2 1.060
10 H -0.5811 1.1826 -0.3082  C3 1.160
11 H 0.2102 1.2743 1.5719  C3 1.187
12 H 1.9406 1.5154 -0.0015  C4 1.028

Atom charges from the Löwdin analysis, given in e for atoms 1 to 5: atom 1 (C): 0.04, atom 2 (C): -0.19, atom 3 (C): -0.12, atom 4 (C): 0.04, atom 5 (N): 0.08

---

(two)
The following is a DFT calculation (ωB97M-V/def2-TZVPD) of the ion C4H6NO with charge +1.

LUMO = -4.5 eV
Structure (SMILES) = Cc1c[nH+]co1
Total charge = +1

Each atom is followed by the atoms it is bonded to, with distances in Å.
Cartesian coordinates (Å):
1 C 1.8613 -0.3359 0.0018  C2 1.437, H7 1.071, H8 1.027, H9 1.077
2 C 0.4523 -0.1071 0.1682  C1 1.437, C3 1.354, O6 1.341
3 C -0.3415 0.9701 0.3769  C2 1.354, N4 1.355, H10 0.987
4 N -1.6237 0.6533 0.0732  C3 1.355, C5 1.342, H11 1.027
5 C -1.6699 -0.6741 -0.1220  N4 1.342, O6 1.327, H12 1.071
6 O -0.4134 -1.0989 -0.0878  C2 1.341, C5 1.327
7 H 2.4561 0.5455 -0.1263  C1 1.071
8 H 1.8715 -0.8880 -0.8639  C1 1.027
9 H 2.4491 -0.9022 0.7043  C1 1.077
10 H -0.2024 1.9477 0.3718  C3 0.987
11 H -2.4739 1.2299 0.0946  N4 1.027
12 H -2.3655 -1.3402 -0.5908  C5 1.071

Atom charges from the Löwdin analysis, given in e for atoms 1 to 5: atom 1 (C): 0.04, atom 2 (C): -0.23, atom 3 (C): 0.04, atom 4 (N): 0.17, atom 5 (C): 0.02

---

Pick (two): it beats the second-best structure by 109.2 kcal/mol.